Entry 1:
The following is a DFT calculation (ωB97M-V with the def2-TZVPD basis set) of a single C30H34N4O4 molecule.

The HOMO energy is -9.00 eV. Its charge is 0. Its spin multiplicity is 1. As for the SMILES: CCc1ccc([C@H](C(=O)NC2CCCC2)N(C(=O)/C=C/C(=O)Nc2cc(C)on2)c2ccccc2C)cc1. The LUMO energy comes out at -0.11 eV.

CARTESIAN COORDINATES (ANGSTROEM)
C -4.974815 -4.300374 -2.059980
C -5.321927 -3.852502 -0.638459
C -4.188571 -3.058645 -0.056359
C -4.106283 -1.686716 -0.257303
C -3.031309 -0.959942 0.216706
C -2.000995 -1.596156 0.897937
C -0.794091 -0.840836 1.380389
C -1.191154 0.450428 2.128949
O -1.698437 1.390802 1.551978
N -0.941797 0.420032 3.446671
C -1.048386 1.597956 4.283815
C -1.725660 1.255092 5.626182
C -0.747919 1.702932 6.716352
C 0.619379 1.602828 6.046020
C 0.348453 2.138722 4.643010
N 0.096884 -0.444322 0.286046
C 1.275098 0.110767 0.664050
O 1.595872 0.190999 1.840790
C 2.151266 0.565409 -0.441696
C 3.252427 1.268458 -0.183025
C 4.228639 1.740315 -1.192500
O 5.410557 1.852781 -0.954282
N 3.672323 2.031275 -2.411637
C 4.352638 2.469694 -3.524362
C 5.742523 2.702894 -3.695902
C 5.835897 3.118942 -4.992033
C 6.991954 3.531599 -5.823032
O 4.611134 3.131707 -5.546704
N 3.693918 2.728272 -4.631911
C -0.402531 -0.397900 -1.045573
C -0.924348 0.797610 -1.526432
C -1.433893 0.865609 -2.809072
C -1.421973 -0.263329 -3.611394
C -0.890869 -1.446958 -3.133680
C -0.367482 -1.537622 -1.849381
C 0.219341 -2.825362 -1.359903
C -2.092171 -2.963547 1.126240
C -3.172655 -3.684974 0.653141
H -5.796412 -4.866131 -2.492960
H -4.086512 -4.928306 -2.052351
H -4.776122 -3.435791 -2.689498
H -6.226780 -3.242450 -0.664553
H -5.518536 -4.731153 -0.020918
H -4.895933 -1.179123 -0.792098
H -2.993504 0.107446 0.069782
H -0.201650 -1.476657 2.050572
H -0.359489 -0.318043 3.811643
H -1.623078 2.321975 3.702536
H -1.885513 0.177156 5.679890
H -2.695224 1.739454 5.724343
H -0.944023 2.740304 6.990817
H -0.824139 1.091878 7.614575
H 0.940003 0.560822 5.998722
H 1.385466 2.172402 6.569157
H 0.328781 3.228407 4.658896
H 1.088672 1.816064 3.912066
H 1.855948 0.286744 -1.443291
H 3.523270 1.462157 0.846759
H 2.672404 1.959319 -2.534530
H 6.509712 2.576023 -2.964553
H 6.890786 4.576514 -6.112690
H 7.031184 2.934428 -6.732299
H 7.911823 3.401388 -5.261906
H -0.942024 1.656304 -0.871848
H -1.841131 1.793951 -3.179168
H -1.822091 -0.219643 -4.613189
H -0.874652 -2.322695 -3.766283
H 0.724125 -3.345237 -2.171339
H 0.929472 -2.650606 -0.554945
H -0.571931 -3.472786 -0.982420
H -1.308761 -3.470688 1.672844
H -3.225179 -4.749367 0.834579

Forces on atoms 1 to 3 (eV/Å):
-0.2 0.0 0.1
0.1 0.0 -0.2
-0.1 -0.1 0.1

***

Entry 2:
The following is a DFT calculation (ωB97M-V with the def2-TZVPD basis set) of a molecular structure, C7H8N2S.

The HOMO energy (spin up / spin down) is -5.11 / -9.39 eV. Its charge is 0. Its spin multiplicity is 3. The LUMO energy (spin up / spin down) comes out at 0.96 / -2.86 eV.

CARTESIAN COORDINATES (ANGSTROEM)
C -0.709415 0.057836 -0.250056
C -1.748931 1.020487 0.038245
C 1.552174 -0.595806 -1.371993
C 1.582078 -0.942617 -0.122556
C 0.761049 0.270129 -0.288820
C -1.471943 2.451116 0.478624
C 2.039758 -2.131476 0.642252
N -1.221918 -1.116867 -0.423291
N -2.938964 0.537941 -0.041692
S -2.862274 -1.048790 -0.362813
H 1.861132 -0.520603 -2.399080
H 1.064215 1.194980 -0.046587
H -2.480917 2.807835 0.544578
H -0.855674 2.252607 1.431461
H -0.841231 3.032884 -0.366348
H 2.987563 -2.485952 0.450942
H 1.417720 -2.900510 0.445399
H 1.865581 -1.883202 1.641733

Forces on atoms 1 to 3 (eV/Å):
0.9 3.4 0.7
3.3 1.5 -0.3
-0.2 1.4 1.6

***

Entry 3:
The following is a DFT calculation (ωB97M-V with the def2-TZVPD basis set) of a molecular structure, C34H48AsNPdS2Si3Te.

The HOMO energy (spin up / spin down) is -7.03 / -7.02 eV. Its charge is 0. Its spin multiplicity is 1. The LUMO energy (spin up / spin down) comes out at -1.21 / -1.06 eV.

CARTESIAN COORDINATES (ANGSTROEM)
Pd -0.377677 -0.977469 0.065435
C 4.870470 -0.373741 2.138004
Si 3.975799 -1.503900 3.386992
C 4.126828 -3.357682 2.991054
C 4.757487 -1.147373 5.090640
C 2.156790 -0.979419 3.464653
C 1.566253 -0.479118 4.608931
C 0.242469 -0.050348 4.602366
C -0.452223 -0.099897 3.413770
N 0.097937 -0.560013 2.297783
C 1.357027 -1.022637 2.313600
S 1.957986 -1.610118 0.802901
H 5.938993 -0.563024 2.139022
H 4.718642 0.672973 2.388077
H 4.504697 -0.529033 1.128962
H 5.162198 -3.679950 3.027897
H 3.741834 -3.577869 2.001760
H 3.567509 -3.959912 3.700787
H 5.812553 -1.398433 5.067237
H 4.301982 -1.728801 5.885007
H 4.679304 -0.097384 5.354539
H 2.140518 -0.408261 5.520239
H -0.226855 0.333091 5.494375
H -1.473622 0.252481 3.331479
S -0.904807 -3.267308 1.010473
C -2.114035 -4.043363 0.045656
C -2.466536 -5.358756 0.367744
C -3.437096 -6.021162 -0.348026
C -4.082157 -5.390025 -1.406393
C -3.739100 -4.092377 -1.739135
C -2.771250 -3.400799 -1.019639
As -2.174410 -1.614249 -1.466194
C -3.424774 -1.133669 -2.903362
C -3.195015 -1.689562 -4.159762
C -3.994704 -1.344371 -5.232705
C -5.014166 -0.418527 -5.066595
C -5.249266 0.137203 -3.820212
C -4.459277 -0.222348 -2.741279
C -2.937063 -0.561937 0.011676
C -3.681063 -1.125448 1.043601
C -4.196937 -0.334982 2.057710
C -3.977333 1.033959 2.055452
C -3.228663 1.610707 1.040096
C -2.702429 0.820468 0.029285
H -1.955007 -5.833762 1.192505
H -3.695531 -7.037030 -0.080271
H -4.847200 -5.914558 -1.961146
H -4.225888 -3.589648 -2.567501
H -2.379746 -2.402031 -4.272154
H -3.821643 -1.788015 -6.201557
H -5.622917 -0.123340 -5.909688
H -6.047957 0.853304 -3.684276
H -4.651016 0.197035 -1.759748
H -3.867166 -2.193617 1.046438
H -4.777503 -0.787770 2.849392
H -4.388395 1.651209 2.841997
H -3.060659 2.679342 1.035347
H -2.138139 1.276803 -0.787014
C 0.183940 2.567854 -3.564328
Si 1.386845 1.094779 -3.365037
C 2.672835 1.293999 -4.761595
C 0.395572 -0.527907 -3.494086
C 2.375535 1.058667 -1.727126
Te 1.188890 1.167402 0.077469
C 0.745032 3.291691 -0.203931
Si 1.980130 4.101881 0.986100
C 1.832008 5.995767 0.829545
C 1.545012 3.534113 2.757221
C 3.777208 3.612470 0.570764
H -0.315194 2.500722 -4.525907
H 0.710605 3.516483 -3.544378
H -0.587031 2.598428 -2.802324
H 2.186259 1.331621 -5.730067
H 3.391353 0.482382 -4.783508
H 3.229793 2.218104 -4.642148
H 0.734963 -1.164738 -4.305679
H -0.668663 -0.327700 -3.646834
H 0.498888 -1.098476 -2.558751
H 3.084656 1.880208 -1.678661
H 2.929454 0.120639 -1.643911
H -0.280882 3.503863 0.084225
H 0.883449 3.597932 -1.231323
H 0.832907 6.339536 1.073289
H 2.050397 6.312017 -0.184813
H 2.527139 6.502021 1.489467
H 0.560952 3.887273 3.050443
H 2.255143 3.898260 3.492900
H 1.534924 2.446317 2.815248
H 4.055766 3.953731 -0.421458
H 3.903216 2.532621 0.601903
H 4.480848 4.052499 1.271069

Forces on atoms 1 to 3 (eV/Å):
0.5 -1.6 0.5
-0.3 -0.5 0.3
0.4 0.1 0.1

***

Entry 4:
The following is a DFT calculation (ωB97M-V with the def2-TZVPD basis set) of a single C2H7O3P molecule.

The HOMO energy is -8.86 eV. Its charge is 0. Its spin multiplicity is 1. As for the SMILES: CPC(O)(O)O. The LUMO energy comes out at 0.65 eV.

CARTESIAN COORDINATES (ANGSTROEM)
C -0.900994 -0.443995 1.724672
P 0.809120 0.158902 1.189566
C 0.594246 0.016964 -0.907821
O 0.085605 -1.196141 -1.234389
O 1.905501 0.179190 -1.396690
O -0.335448 0.982147 -1.265925
H -0.949556 -0.392687 2.789552
H -0.980359 -1.480210 1.379323
H -1.741489 0.063751 1.345213
H 0.447164 1.527862 0.749666
H -0.822862 -1.294811 -0.950936
H 1.983122 -0.024259 -2.295754
H -0.094050 1.903286 -1.126477

Forces on atoms 1 to 3 (eV/Å):
1.4 -0.5 -0.9
-0.8 1.3 -2.5
1.0 0.4 3.1

***

Strongest force on any atom (computed, hartree/bohr): 0.02563 0.11022 0.03452 0.06398
Energy above the lowest of the compared OMol25 structures with the same formula, charge and spin (computed, kJ/mol): 255.2 316.8 167.1 197.5